[1]
A structure of composition C27H37N5OTc at a distorted geometry, computed with ωB97M-V with the def2-TZVPD basis set.

Summary:
Net charge: +2
⟨S²⟩: 0.78
Kohn-Sham gap (alpha / beta) in Eh: 0.2274 / 0.2016
Largest force on an atom in eV Å⁻¹: 1.50
Multiplicity: 2
Calculated total energy in eV: -40282.86721
Highest occupied orbital energy (alpha / beta) in eV: -12.79 / -12.85

Structure (XYZ):
```
71
C27H37N5OTc, DFT ωB97M-V with the def2-TZVPD basis set
Tc 0.523 -0.132 0.303
C 2.058 -1.234 2.670
C 3.047 -0.135 2.308
N 2.376 0.752 1.329
C 3.240 1.346 0.299
C 3.267 0.439 -0.894
C 4.354 0.347 -1.741
C 4.297 -0.516 -2.824
C 3.166 -1.291 -3.010
C 2.107 -1.158 -2.131
C 0.849 -1.954 -2.239
N 0.278 -2.079 -0.880
C 0.766 -3.298 -0.175
C 0.839 -2.994 1.305
N 1.588 -1.729 1.363
N 2.146 -0.285 -1.102
H 1.207 -0.852 3.235
H 2.539 -2.025 3.249
H 3.927 -0.580 1.835
H 3.392 0.420 3.180
H 1.911 1.499 1.833
H 4.249 1.542 0.666
H 2.803 2.305 0.008
H 5.234 0.943 -1.545
H 5.138 -0.603 -3.498
H 3.101 -2.001 -3.822
H 1.027 -2.929 -2.697
H 0.138 -1.415 -2.866
H -0.729 -2.158 -0.976
H 1.769 -3.527 -0.545
H 0.132 -4.155 -0.399
H 1.350 -3.792 1.850
H -0.148 -2.851 1.743
H 2.437 -1.880 0.813
C -4.771 -0.345 2.180
C -4.871 0.280 0.945
C -3.773 0.358 0.103
C -2.546 -0.184 0.495
C -2.450 -0.799 1.743
C -3.554 -0.886 2.574
N -1.424 -0.098 -0.352
C -1.634 -0.078 -1.737
C -0.899 0.824 -2.517
C -1.002 0.803 -3.902
C -1.839 -0.113 -4.520
C -2.584 -1.007 -3.751
C -2.496 -0.987 -2.372
H -5.631 -0.407 2.831
H -5.810 0.718 0.634
H -3.859 0.868 -0.848
H -1.499 -1.195 2.074
H -3.464 -1.371 3.537
H -0.275 1.556 -2.021
H -0.445 1.516 -4.495
H -1.928 -0.125 -5.598
H -3.240 -1.717 -4.236
H -3.083 -1.676 -1.776
C 0.456 3.349 2.222
C -0.683 2.511 1.655
C -1.194 3.105 0.355
C -1.792 2.360 2.684
O -0.125 1.182 1.398
H 0.095 4.351 2.450
H 1.272 3.461 1.502
H 0.840 2.921 3.151
H -1.604 4.096 0.549
H -1.980 2.487 -0.074
H -0.384 3.214 -0.369
H -2.113 3.351 3.005
H -1.438 1.817 3.562
H -2.652 1.838 2.273
```


[2]
A cluster of 2 separate species, C27H37N6O8 in total at a distorted geometry, computed with ωB97M-V with the def2-TZVPD basis set.

Summary:
Net charge: +1
Kohn-Sham gap in Eh: 0.2926
Largest force on an atom in eV Å⁻¹: 4.25
Calculated total energy in eV: -53909.68537
Highest occupied orbital energy in eV: -11.30

Structure (XYZ):
```
78
C27H37N6O8, DFT ωB97M-V with the def2-TZVPD basis set
C 5.250 -2.806 2.720
C 5.246 -2.327 1.200
O 4.985 -3.422 0.307
C 3.605 -3.764 0.313
C 2.920 -3.108 -0.959
O 1.983 -3.968 -1.637
C 0.805 -4.160 -0.903
N -0.264 -3.162 -1.239
C -0.353 -2.485 -2.540
C 0.734 -1.380 -2.784
C 0.803 -0.288 -1.672
O 0.521 -0.448 -0.501
N 1.302 1.024 -2.070
C 0.865 2.000 -1.064
C -0.476 2.591 -1.145
C -0.915 3.589 -0.169
C -0.055 4.017 0.925
C 1.281 3.421 1.031
C 1.707 2.421 0.044
C -1.178 -2.940 -0.310
N -2.279 -2.076 -0.451
C -2.999 -2.159 0.712
C -4.289 -1.339 0.802
C -4.955 -1.113 2.092
C -6.136 -0.275 1.947
C -6.515 0.214 0.643
N -5.955 -0.003 -0.586
C -4.856 -0.785 -0.404
N -2.398 -3.007 1.632
C -2.839 -3.322 2.991
C -2.233 -2.192 3.955
C -0.902 -2.680 4.643
O -0.844 -3.707 5.259
O 0.261 -1.922 4.610
N -1.312 -3.460 0.953
H 6.267 -2.680 3.162
H 5.015 -3.908 2.730
H 4.470 -2.263 3.314
H 6.290 -1.966 0.983
H 4.573 -1.446 1.017
H 3.064 -3.341 1.215
H 3.420 -4.876 0.365
H 3.754 -2.911 -1.691
H 2.506 -2.097 -0.695
H 0.963 -4.256 0.204
H 0.385 -5.155 -1.237
H -0.179 -3.279 -3.324
H -1.352 -2.048 -2.767
H 0.438 -0.848 -3.737
H 1.762 -1.783 -2.994
H 0.921 1.265 -2.988
H -1.158 2.273 -1.971
H -1.942 3.999 -0.321
H -0.394 4.798 1.647
H 1.984 3.703 1.850
H 2.733 2.011 0.177
H -4.636 -1.488 3.082
H -6.745 -0.010 2.840
H -7.417 0.884 0.619
H -4.307 -1.033 -1.351
H -3.944 -3.396 3.108
H -2.419 -4.300 3.367
H -1.942 -1.320 3.299
H -2.983 -1.805 4.686
H 0.280 -1.345 3.824
H -0.705 -4.138 1.415
C -0.114 7.974 -5.102
O 0.066 8.064 -3.689
C 0.898 7.148 -3.181
O 1.478 6.295 -3.805
O 0.975 7.345 -1.860
C 1.837 6.432 -1.182
H -0.805 8.761 -5.396
H 0.832 8.130 -5.621
H -0.548 7.011 -5.374
H 2.862 6.528 -1.545
H 1.481 5.408 -1.299
H 1.822 6.684 -0.123
```


[3]
A structure of composition C27H38BrEuN7O5S at a distorted geometry, computed with ωB97M-V with the def2-TZVPD basis set.

Summary:
Net charge: +1
⟨S²⟩: 12.01
Energy above the lowest of the compared OMol25 structures with the same formula, charge and spin in kJ/mol: 0.0
Kohn-Sham gap (alpha / beta) in Eh: 0.2894 / 0.2949
Largest force on an atom in eV Å⁻¹: 2.43
Multiplicity: 7
Calculated total energy in eV: -149490.69847
Highest occupied orbital energy (alpha / beta) in eV: -10.54 / -10.54

Structure (XYZ):
```
80
C27H38BrEuN7O5S, DFT ωB97M-V with the def2-TZVPD basis set
Eu -2.036 -12.813 14.037
N 0.170 -11.822 13.017
C 1.174 -11.505 14.101
C 0.510 -10.735 15.253
N -0.538 -11.536 15.936
C 0.104 -12.529 16.804
C -0.785 -13.736 17.237
N -1.562 -14.322 16.121
C -1.423 -10.601 16.671
C -2.841 -11.104 17.046
N -3.445 -11.641 15.830
H 0.637 -12.446 12.364
H -0.088 -10.949 12.520
H 1.998 -10.912 13.687
H 1.553 -12.462 14.388
H -0.011 -9.909 14.788
H 1.317 -10.398 15.970
H 0.426 -12.054 17.768
H 0.968 -12.932 16.244
H -1.548 -13.491 18.044
H -0.127 -14.451 17.711
H -2.393 -14.817 16.388
H -0.982 -14.983 15.555
H -1.501 -9.705 16.037
H -0.914 -10.306 17.641
H -3.418 -10.314 17.506
H -2.779 -11.943 17.767
H -3.939 -10.941 15.296
H -4.123 -12.333 16.037
C 3.519 -16.909 12.842
O 3.162 -16.387 11.604
C 1.970 -15.774 11.501
C 1.689 -15.322 10.205
C 0.489 -14.688 9.979
C -0.428 -14.403 11.003
C -1.648 -13.660 10.753
C -2.194 -13.593 9.303
O -2.228 -13.065 11.640
C -0.135 -14.862 12.319
O -0.894 -14.659 13.356
C 1.055 -15.592 12.503
H 4.282 -17.646 12.665
H 2.650 -17.475 13.237
H 3.890 -16.116 13.539
H 2.402 -15.487 9.396
H 0.262 -14.432 8.975
H -2.023 -14.509 8.721
H -1.704 -12.751 8.737
H -3.268 -13.391 9.295
H 1.259 -15.928 13.525
Br -2.352 -18.323 11.096
C -3.463 -16.780 10.873
C -4.231 -16.748 9.742
N -5.158 -15.793 9.554
C -5.284 -14.872 10.480
C -4.542 -14.832 11.631
C -3.586 -15.801 11.845
C -4.656 -13.587 12.479
O -5.332 -12.677 12.047
O -4.036 -13.523 13.598
H -4.113 -17.545 9.014
H -6.051 -14.124 10.263
H -2.960 -15.772 12.760
C -5.351 -11.311 9.096
C -4.067 -10.688 9.526
C -3.078 -10.259 8.726
C -1.835 -9.917 9.291
N -1.629 -9.942 10.617
C -2.685 -10.205 11.386
S -2.646 -10.090 13.104
N -3.872 -10.643 10.850
C -0.719 -9.452 8.370
H -5.192 -12.354 8.845
H -5.652 -10.891 8.106
H -6.106 -11.207 9.829
H -3.266 -10.110 7.663
H -4.573 -11.047 11.513
H -0.988 -9.753 7.371
H 0.248 -9.767 8.701
H -0.740 -8.349 8.366
```


[4]
A structure of composition C27H38F18N7O12S6 at a distorted geometry, computed with ωB97M-V with the def2-TZVPD basis set.

Summary:
Net charge: +1
Energy above the lowest of the compared OMol25 structures with the same formula, charge and spin in kJ/mol: 475.2
Kohn-Sham gap in Eh: 0.1216
Largest force on an atom in eV Å⁻¹: 6.12
Calculated total energy in eV: -177522.39934
Highest occupied orbital energy in eV: -9.49

Structure (XYZ):
```
108
C27H38F18N7O12S6, DFT ωB97M-V with the def2-TZVPD basis set
N -0.366 0.442 -0.069
H -1.345 0.252 -0.224
H -0.254 1.411 0.192
H 0.300 0.249 -0.804
H 0.040 -0.039 0.721
C -3.332 -1.751 -9.694
C -4.123 -0.788 -8.959
C -3.382 -0.078 -7.728
N -4.197 1.079 -7.162
C -3.437 1.581 -5.909
C -3.996 2.953 -5.374
C -3.776 3.945 -6.561
C -4.738 3.586 -7.683
C -4.213 2.197 -8.252
C -5.638 0.590 -6.903
H -3.743 -1.927 -10.688
H -3.208 -2.643 -9.079
H -2.337 -1.355 -9.893
H -5.043 -1.180 -8.524
H -4.450 -0.119 -9.755
H -2.561 0.504 -8.147
H -2.947 -0.700 -6.946
H -2.392 1.811 -6.113
H -3.474 0.867 -5.086
H -3.399 3.136 -4.481
H -5.037 2.840 -5.073
H -2.735 3.951 -6.885
H -3.977 4.934 -6.150
H -4.888 4.366 -8.430
H -5.791 3.572 -7.404
H -3.224 2.463 -8.624
H -4.812 1.854 -9.096
H -6.155 1.441 -6.461
H -5.653 -0.299 -6.271
H -6.160 0.481 -7.854
C 4.412 -1.682 13.671
N 4.693 -1.484 12.231
C 3.966 -0.628 11.532
C 4.260 -0.397 10.193
C 5.284 -1.021 9.522
C 6.009 -2.042 10.259
C 5.737 -2.117 11.632
C 5.443 -0.770 8.062
C 5.685 -1.834 7.177
C 5.634 -1.641 5.869
N 5.454 -0.462 5.321
C 5.333 0.643 6.131
C 5.425 0.501 7.494
C 5.458 -0.347 3.841
H 3.340 -1.674 13.867
H 4.833 -0.787 14.131
H 4.904 -2.568 14.073
H 3.105 -0.111 11.929
H 3.582 0.302 9.725
H 6.833 -2.447 9.691
H 6.328 -2.670 12.347
H 5.922 -2.795 7.608
H 5.844 -2.422 5.153
H 5.310 1.473 5.440
H 5.381 1.380 8.120
H 4.404 -0.413 3.572
H 5.939 -1.181 3.331
H 5.735 0.653 3.506
C 2.683 3.710 -4.070
F 1.484 3.440 -4.656
F 3.723 3.601 -4.955
F 2.883 4.941 -3.572
S 2.937 2.449 -2.576
O 4.367 2.474 -2.368
O 2.119 3.007 -1.505
N 2.286 0.902 -3.131
S 3.385 0.054 -3.873
O 4.338 0.874 -4.611
O 3.956 -1.038 -3.105
C 2.517 -0.936 -5.338
F 3.376 -1.438 -6.180
F 1.770 -1.926 -4.764
F 1.755 -0.012 -5.922
C 1.320 -3.533 1.522
F 1.280 -4.883 1.580
F 2.568 -3.244 1.821
F 0.954 -2.990 0.341
S 0.209 -2.833 3.003
O -1.153 -2.861 2.422
O 0.401 -3.653 4.207
N 0.754 -1.157 3.109
S 0.244 -0.804 4.520
O -1.176 -1.104 4.861
O 1.155 -1.010 5.631
C 0.209 1.179 4.493
F -0.897 1.494 5.210
F 1.127 1.653 5.282
F 0.228 1.678 3.203
C -3.514 -2.939 -2.026
F -3.945 -3.564 -3.151
F -2.979 -3.944 -1.272
F -2.663 -2.048 -2.482
S -4.990 -2.090 -1.060
O -6.047 -1.894 -2.093
O -5.308 -3.176 -0.108
N -4.321 -0.603 -0.457
S -5.559 0.292 -0.320
O -6.033 0.889 -1.577
O -6.635 -0.272 0.520
C -4.769 1.825 0.674
F -5.631 2.736 0.741
F -4.539 1.454 1.985
F -3.682 2.215 -0.010
```


[5]
A structure of composition C27H38GeIN3O2SSeSiV at a distorted geometry, computed with ωB97M-V with the def2-TZVPD basis set.

Summary:
Net charge: +2
⟨S²⟩: 0.78
Kohn-Sham gap (alpha / beta) in Eh: 0.2588 / 0.2840
Largest force on an atom in eV Å⁻¹: 3.52
Multiplicity: 2
Calculated total energy in eV: -211531.73376
Highest occupied orbital energy (alpha / beta) in eV: -14.18 / -14.23

Structure (XYZ):
```
76
C27H38GeIN3O2SSeSiV, DFT ωB97M-V with the def2-TZVPD basis set
V 0.387 -0.139 -0.066
C 1.042 -3.899 1.485
C -0.217 -3.369 2.099
N -0.803 -4.078 3.045
C -1.912 -3.642 3.634
C -2.562 -2.469 3.280
C -3.814 -2.011 3.996
O -3.783 -0.623 4.297
C -1.989 -1.707 2.259
C -2.665 -0.529 1.725
N -2.124 0.334 0.949
C -2.878 1.454 0.555
C -3.863 2.021 1.372
C -4.561 3.147 0.975
C -4.286 3.752 -0.243
C -3.299 3.228 -1.064
C -2.613 2.104 -0.649
I -1.094 1.340 -1.937
C -0.778 -2.138 1.702
O -0.189 -1.356 0.788
H 1.469 -4.649 2.145
H 1.764 -3.100 1.308
H 0.821 -4.375 0.528
H -2.298 -4.272 4.428
H -3.953 -2.614 4.894
H -4.685 -2.176 3.356
H -3.405 -0.488 5.172
H -3.714 -0.438 2.000
H -4.058 1.582 2.343
H -5.319 3.558 1.628
H -4.824 4.635 -0.558
H -3.072 3.699 -2.011
C 5.586 3.278 2.148
Si 4.564 1.852 2.820
C 5.263 0.175 2.352
C 4.343 1.965 4.683
C 2.804 2.148 2.090
C 2.122 3.295 2.504
C 0.838 3.596 2.060
C 0.232 2.735 1.174
N 0.862 1.634 0.744
C 2.106 1.354 1.190
S 2.606 -0.159 0.451
H 6.619 3.184 2.488
H 5.213 4.242 2.502
H 5.597 3.303 1.057
H 6.230 0.059 2.847
H 5.429 0.068 1.280
H 4.624 -0.643 2.689
H 5.303 1.790 5.172
H 3.641 1.218 5.059
H 3.993 2.948 5.001
H 2.616 3.975 3.190
H 0.322 4.486 2.387
H -0.756 2.938 0.786
C 3.927 -3.924 -2.287
Ge 2.600 -3.648 -3.710
C 3.336 -3.625 -5.523
C 1.163 -4.989 -3.552
C 1.886 -1.776 -3.247
Se 0.747 -2.000 -1.707
C -0.953 -2.226 -2.618
H 4.057 -4.988 -2.095
H 3.608 -3.442 -1.362
H 4.893 -3.514 -2.581
H 3.769 -4.605 -5.726
H 4.117 -2.875 -5.627
H 2.557 -3.436 -6.260
H 1.632 -5.969 -3.639
H 0.431 -4.906 -4.355
H 0.658 -4.949 -2.587
H 1.358 -1.241 -4.034
H 2.746 -1.188 -2.927
H -0.935 -3.178 -3.139
H -1.104 -1.413 -3.322
H -1.739 -2.229 -1.865
```


[6]
A structure of composition C27H38N6O4 at a distorted geometry, computed with ωB97M-V with the def2-TZVPD basis set.

Summary:
Net charge: 0
Energy above the lowest of the compared OMol25 structures with the same formula, charge and spin in kJ/mol: 2539.3
Kohn-Sham gap in Eh: 0.3017
Largest force on an atom in eV Å⁻¹: 19.84
Calculated total energy in eV: -45723.28973
Highest occupied orbital energy in eV: -8.45

Structure (XYZ):
```
75
C27H38N6O4, DFT ωB97M-V with the def2-TZVPD basis set
C 8.043 0.938 -2.052
C 7.238 1.326 -0.806
C 5.957 0.474 -0.481
C 5.338 1.004 0.673
C 4.128 0.110 0.863
C 3.102 0.328 0.020
N 1.989 -0.296 0.507
N 1.014 0.098 1.175
C 0.025 -0.459 1.717
C -0.296 -1.763 1.630
C -1.233 -2.527 2.436
C -1.390 -3.927 2.097
C -0.667 -4.512 1.110
C 0.477 -3.911 0.821
C 0.655 -2.621 0.812
C 1.902 -1.739 0.314
O 2.607 -2.278 -0.496
H 1.232 -4.340 0.118
H -0.842 -5.688 1.256
H -2.280 -4.214 2.653
H -1.987 -1.942 2.816
C -0.868 0.590 2.603
O -0.846 0.885 3.730
N -1.993 0.932 1.804
C -2.171 -0.021 0.383
C -1.432 0.726 -0.601
N -0.608 1.938 -0.589
H 0.229 1.849 -0.899
H -0.357 2.225 0.537
N -1.387 0.237 -1.857
C -2.218 -0.992 -2.118
O -2.221 -1.503 -3.369
N -3.069 -1.284 -1.123
C -3.100 -0.747 0.014
O -3.851 -1.242 0.875
H -3.680 -2.122 -1.197
C -0.530 0.465 -3.020
C -0.956 2.112 -3.430
C 0.017 2.457 -4.568
C 0.341 1.563 -5.681
H -0.833 1.483 -6.226
H 0.870 0.790 -5.370
H 0.900 2.099 -6.599
H 0.979 2.753 -4.237
H -0.292 3.334 -4.964
H -2.110 1.711 -4.106
H -1.278 2.746 -2.864
H -0.623 -0.077 -3.750
H 0.512 0.599 -2.531
C -3.089 1.494 2.317
H -3.137 1.346 3.368
H -4.161 0.888 1.979
C -3.521 2.860 1.916
C -4.367 3.798 2.834
H -4.056 3.729 3.892
H -4.391 4.846 2.782
H -5.282 3.188 2.684
C -3.719 3.196 0.454
H -3.108 2.693 -0.171
H -4.878 2.929 0.470
H -3.999 4.181 0.118
H -2.381 3.506 2.046
H 2.699 1.223 -0.065
H 3.511 -0.090 -0.883
H 4.477 -0.811 1.092
H 3.780 0.526 2.027
H 5.061 2.146 0.535
H 6.100 1.017 1.703
H 5.566 0.773 -1.489
H 6.344 -0.216 -0.212
H 7.141 2.416 -0.720
H 8.011 1.275 0.068
H 8.400 -0.210 -2.089
H 9.010 1.154 -2.153
H 7.336 1.076 -3.088
```